# 1
The following is a quantum chemistry calculation of a cluster of 2 separate species, C4H12S in total at a distorted geometry, from the OMol25 dataset.

Element x y z (Å)
S  2.130847  -1.576946  0.100782
C  -1.903309  -0.283249  -0.963424
C  -0.699189  0.700433  -0.421801
C  2.089120  -1.584207  1.999517
C  -1.023870  2.016197  -1.018329
H  -1.533125  -0.538626  -1.989054
H  -1.268076  2.012575  -2.232067
H  2.271980  -0.528055  2.247478
H  2.934278  -2.152538  2.495544
H  -0.948468  0.887294  0.665564
H  0.201956  0.082213  -0.616005
H  -0.276698  2.823856  -0.874895
H  -2.782661  0.225581  -0.609641
H  1.026680  -1.716923  2.386018
H  3.513657  -1.583539  -0.308610
H  -1.967798  2.408080  -0.573141
H  -1.765328  -1.192148  -0.287935

Forces on atoms 1 to 2 (eV/Å):
S 1.18 -0.59 0.25
C 3.87 -0.66 2.47

SMILES string: CCC.CS
HOMO-LUMO gap, Ha: 0.362
DFT total energy, eV: -15175.81610
ΔE to the lowest compared entry with this formula, charge and spin, kcal/mol: 43.58
Molecular weight, u: 92.21
Strongest force on any atom, Eh/bohr: 0.0902

***

# 2
The following is a quantum chemistry calculation of a cluster of 2 separate species, C4H12S in total at a distorted geometry, from the OMol25 dataset.

Element x y z (Å)
S  0.021652  0.426947  1.096755
C  0.877668  -1.720213  -3.688113
C  -1.498784  1.303616  1.594123
C  2.284231  -1.615586  -3.065988
C  -1.776100  1.317426  3.103418
H  -2.295992  0.632097  1.252567
H  -1.100211  0.601060  3.628975
H  2.129718  -1.747332  -1.965042
H  -2.694332  0.903294  3.529860
H  -1.639242  2.330946  3.448915
H  2.870433  -2.512659  -3.208527
H  0.000493  -1.355604  -3.160002
H  2.569889  -0.566992  -3.115547
H  0.624159  0.519237  2.282205
H  1.058700  -1.508130  -4.745425
H  0.610266  -2.792680  -3.621453
H  -1.627429  2.226750  1.049999

Forces on atoms 1 to 2 (eV/Å):
S -0.03 0.26 0.02
C 0.93 -2.54 -0.32

SMILES string: CCS.CC
HOMO-LUMO gap, Ha: 0.370
DFT total energy, eV: -15176.42398
ΔE to the lowest compared entry with this formula, charge and spin, kcal/mol: 29.56
Molecular weight, u: 92.21
Strongest force on any atom, Eh/bohr: 0.0788

***

# 3
The following is a quantum chemistry calculation of a cluster of 2 separate species, C4H12S in total at a distorted geometry, from the OMol25 dataset.

Element x y z (Å)
S  -0.683703  -2.123602  -1.061390
C  -0.033324  1.664986  -0.107415
C  0.976318  -1.619668  -0.539741
C  -1.995740  -1.906663  0.194872
C  1.186174  2.364059  0.487500
H  -0.419360  0.934899  0.603164
H  1.605661  -1.220175  -1.330428
H  -1.529956  -1.902837  1.176266
H  1.456780  -2.583118  -0.364278
H  -2.613483  -2.791757  0.099117
H  -2.659514  -1.078805  -0.050006
H  0.032964  1.265401  -1.121633
H  1.040000  -0.968518  0.325519
H  0.937652  2.698996  1.495924
H  1.481440  3.153300  -0.202667
H  -0.817387  2.417426  -0.270474
H  2.035477  1.696077  0.665669

Forces on atoms 1 to 2 (eV/Å):
S -0.57 0.07 -1.28
C -0.71 0.65 -0.01

SMILES string: CSC.CC
HOMO-LUMO gap, Ha: 0.342
DFT total energy, eV: -15177.01524
ΔE to the lowest compared entry with this formula, charge and spin, kcal/mol: 15.93
Molecular weight, u: 92.21
Strongest force on any atom, Eh/bohr: 0.0273

***

# 4
The following is a quantum chemistry calculation of a cluster of 2 separate species, C4H12S2 in total at a distorted geometry, from the OMol25 dataset.

Element x y z (Å)
S  -1.611238  0.600257  -1.474946
S  2.133795  0.105551  0.582600
C  1.578612  -1.414107  1.423418
C  1.251260  1.317510  1.575596
C  -2.744546  0.042871  -0.094471
C  -0.839767  -1.069719  -1.547737
H  1.283618  0.966083  2.670705
H  0.594164  -1.147351  1.846719
H  -0.065426  -1.179401  -2.305392
H  1.611836  2.363810  1.348580
H  -3.080725  -1.036153  0.014664
H  2.387403  -1.636074  2.136245
H  -0.587032  -1.407054  -0.534225
H  1.424250  -2.203098  0.682508
H  0.137025  1.407439  1.359311
H  -3.699140  0.692145  -0.077104
H  -1.698095  -1.737317  -1.811195
H  -2.142139  0.364717  0.805896

Forces on atoms 1 to 2 (eV/Å):
S -0.55 -1.58 0.58
S -0.14 0.18 -0.49

SMILES string: CSC.CSC
HOMO-LUMO gap, Ha: 0.341
DFT total energy, eV: -26011.90384
ΔE to the lowest compared entry with this formula, charge and spin, kcal/mol: 27.99
Molecular weight, u: 124.27
Strongest force on any atom, Eh/bohr: 0.0422

***

# 5
The following is a quantum chemistry calculation of a cluster of 2 separate species, C4H12S4 in total at a distorted geometry, from the OMol25 dataset.

Element x y z (Å)
S  1.979703  -0.428577  4.484690
S  -0.499915  -0.215662  -1.667535
S  0.485114  0.959613  3.973369
S  0.413854  1.672802  -1.826713
C  -0.811997  -0.019122  3.133059
C  -1.915714  0.894106  2.589212
C  1.516527  -0.760264  -3.557120
C  -0.042888  -0.917083  -3.265456
H  -2.469902  1.355954  3.423582
H  -1.467161  1.695579  1.978433
H  1.976122  0.241252  -3.508635
H  -2.627870  0.331098  1.962759
H  -0.675001  -0.537298  -4.091063
H  2.039269  -1.422032  -2.846210
H  2.723783  -0.664576  3.383263
H  -1.231030  -0.777151  3.822450
H  -0.287140  -0.556981  2.320236
H  -0.511092  2.308666  -2.576816
H  -0.247164  -1.999519  -3.155707
H  1.652502  -1.160804  -4.575797

Forces on atoms 1 to 2 (eV/Å):
S -0.71 0.16 0.28
S 0.24 1.04 -0.18

SMILES string: CCSS.CCSS
HOMO-LUMO gap, Ha: 0.342
DFT total energy, eV: -47683.41495
ΔE to the lowest compared entry with this formula, charge and spin, kcal/mol: 8.63
Molecular weight, u: 188.41
Strongest force on any atom, Eh/bohr: 0.0295

***

# 6
The following is a quantum chemistry calculation of a structure of composition C4H13Cl2NSi2 at a distorted geometry, from the OMol25 dataset.

Element x y z (Å)
Cl  -2.989969  -1.741562  0.192749
Cl  3.515873  -1.316930  -2.847637
Si  -1.814607  -0.350288  -0.461286
Si  1.475822  -0.647713  0.907677
N  -0.032870  0.041647  1.152923
C  3.017197  -1.498703  -1.164887
C  -2.586365  1.790297  1.173976
C  2.153531  -0.254461  -0.793831
C  -2.494792  1.386780  -0.324561
H  2.499753  -2.411299  -1.190482
H  3.885575  -1.608132  -0.613754
H  2.114492  0.179838  1.989894
H  -3.372550  1.185854  1.668410
H  -0.459560  -0.292128  2.086327
H  -1.799648  1.982271  -0.981803
H  -3.517815  1.604511  -0.684597
H  2.772704  0.552283  -0.683750
H  -1.610980  1.596748  1.493465
H  1.781541  -2.086428  1.125621
H  -1.148536  -0.833473  -1.817002
H  1.473281  -0.080497  -1.541039
H  -2.862080  2.801384  1.313589

Forces on atoms 1 to 2 (eV/Å):
Cl -1.42 -1.76 0.87
Cl 0.66 0.07 -1.16

HOMO-LUMO gap, Ha: 0.344
DFT total energy, eV: -46648.84118
ΔE to the lowest compared entry with this formula, charge and spin, kcal/mol: 39.34
Molecular weight, u: 202.23
Strongest force on any atom, Eh/bohr: 0.1016

***

# 7
The following is a quantum chemistry calculation of a cluster of 3 separate species, C4H13ClFO4PS3 in total at a distorted geometry, from the OMol25 dataset.

Element x y z (Å)
Cl  -1.076627  2.682724  -0.683952
S  2.040637  1.555627  -0.598290
S  -2.455319  0.696330  3.382117
S  1.707755  -1.585788  -3.306734
P  0.006917  1.043326  -0.130304
F  2.252270  1.861231  -2.101708
O  -1.998463  0.547061  1.973969
O  2.330245  2.720116  0.143017
O  2.820799  0.443327  -0.200195
O  1.157976  -0.228886  -3.551435
C  1.253892  -2.605025  -4.717627
C  -2.390795  2.448874  3.772261
C  0.614105  -2.408385  -2.137430
C  -1.080938  0.214213  4.435169
H  -0.311235  0.005431  -1.037753
H  0.704748  -1.905173  -1.177107
H  -0.183440  0.758855  4.141267
H  -3.151090  2.954634  3.180358
H  0.917946  -3.449400  -2.028328
H  -0.416324  -2.348834  -2.490734
H  -2.599924  2.591043  4.832626
H  1.798919  -2.239915  -5.585776
H  -0.918238  -0.854426  4.310138
H  0.181539  -2.527950  -4.898746
H  1.532620  -3.640604  -4.521348
H  -1.331217  0.425706  5.474841
H  -1.406758  2.845887  3.521702

Forces on atoms 1 to 2 (eV/Å):
Cl 0.21 -0.41 -0.39
S -0.08 -0.11 0.70

HOMO-LUMO gap, Ha: 0.351
DFT total energy, eV: -69581.05691
Molecular weight, u: 306.77
Strongest force on any atom, Eh/bohr: 0.0356

***

# 8
The following is a quantum chemistry calculation of a structure of composition C4H13F2N6O6PS2Si at a distorted geometry, from the OMol25 dataset.

Element x y z (Å)
S  -3.016545  -3.037303  3.110571
S  -3.275490  -4.890639  1.263893
P  -2.400663  1.275904  -0.008381
Si  2.955005  1.413422  -1.293457
F  -4.557106  -5.457040  0.508026
F  -2.361580  -4.204137  3.968705
O  -3.596626  1.429440  -1.062721
O  -2.803958  -6.044765  1.957753
O  -2.128059  2.702940  0.713367
O  -3.694082  -2.286312  4.116863
O  -1.872685  -2.396911  2.517290
O  -2.474466  -4.410492  0.177758
N  -3.997078  -3.790023  2.145054
N  0.506512  -0.079099  -2.189580
N  -0.930264  0.788633  -0.886854
N  -0.746887  -0.058793  -1.814049
N  0.243331  1.389126  -0.601485
N  -2.673026  0.260953  1.094646
C  3.312951  2.998175  -2.259433
C  1.126948  0.842443  -1.419413
C  4.181545  0.026615  -1.670391
C  3.217978  1.849019  0.546581
H  4.405755  3.101707  -2.307092
H  -2.252859  3.435299  0.077354
H  2.863273  3.028591  -3.258054
H  0.464585  2.104449  0.085930
H  5.097236  0.251458  -1.109632
H  4.273206  1.958919  0.800401
H  2.956256  3.856223  -1.669729
H  3.746909  -0.893583  -1.251681
H  -4.383189  1.545326  -0.491132
H  4.388487  -0.088728  -2.739173
H  2.720670  1.063723  1.138322
H  -1.948154  -0.462094  1.075597
H  2.652069  2.777555  0.734147

Forces on atoms 1 to 2 (eV/Å):
S 0.60 0.70 1.53
S -0.14 -1.55 -1.67

HOMO-LUMO gap, Ha: 0.213
DFT total energy, eV: -69853.58008
Molecular weight, u: 402.37
Strongest force on any atom, Eh/bohr: 0.0878